60
Properties=species:S:1:pos:R:3 method="wB97M-V/def2-TZVPD" max_force_ev_per_a=1.66 e_tot_ha=-4577.0997 orbital_gap_ha="0.2178 / 0.1865" s_squared=3.774 lumo_energy_ev="-1.486 / -3.060" homo_energy_ev="-7.41 / -8.14" multiplicity=4
W 0.016 -0.894 0.153
Sb -0.898 -3.137 1.826
S -0.050 -0.921 2.512
S -2.357 -2.032 0.362
S -0.430 -0.866 -2.257
S 0.822 -3.126 0.072
S -1.467 1.066 0.043
P 1.998 0.596 -0.045
F 8.241 -1.135 -1.652
F 0.686 4.564 -5.278
F 2.311 3.074 6.180
F 1.288 4.755 5.287
F 3.438 4.602 5.165
F 2.094 3.232 -6.237
F 7.796 -2.823 -0.380
F 2.798 4.956 -5.140
F 8.487 -0.967 0.481
C 2.095 1.697 1.433
C 6.287 -1.007 -0.351
C 4.734 0.817 -0.360
C 1.949 3.152 -3.884
C 3.681 -0.084 -0.139
C -2.154 2.773 -1.926
C -2.237 3.154 -3.225
C 2.322 1.818 -3.913
C 1.666 3.021 -1.506
C 3.086 2.100 3.602
C 2.004 1.673 -1.524
C 2.188 3.127 3.831
C -1.187 1.101 -3.964
C 1.630 3.759 -2.684
C 7.707 -1.491 -0.475
C -1.749 2.306 -4.257
C 3.038 1.390 2.414
C 6.029 0.360 -0.461
C -1.053 0.670 -2.611
C 1.887 3.974 -5.141
C 1.226 3.426 2.888
C -1.536 1.530 -1.577
C 2.299 3.896 5.121
C 1.172 2.702 1.700
C 3.947 -1.434 -0.029
C 5.262 -1.897 -0.136
C 2.344 1.083 -2.736
H 6.844 1.054 -0.633
H 3.827 1.848 4.353
H 4.539 1.880 -0.458
H 2.584 1.346 -4.852
H 2.628 0.038 -2.775
H 1.353 4.808 -2.657
H 5.473 -2.954 -0.052
H 0.370 2.920 1.010
H 3.746 0.588 2.263
H -2.540 3.415 -1.142
H 0.505 4.209 3.077
H 1.440 3.526 -0.581
H 3.146 -2.134 0.153
H -2.685 4.107 -3.479
H -1.823 2.628 -5.290
H -0.827 0.460 -4.762

---

78
Properties=species:S:1:pos:R:3 method="wB97M-V/def2-TZVPD" max_force_ev_per_a=2.53 total_charge=-1 e_tot_ha=-2250.0528 orbital_gap_ha="0.1273 / 0.2657" s_squared=6.014 lumo_energy_ev="2.587 / 1.794" homo_energy_ev="-0.88 / -5.44" de_lowest_kcal_mol=1.5 multiplicity=5
Ir -1.881 0.263 0.844
Cl -3.187 0.254 2.657
O -1.588 -3.418 -1.152
O 6.161 -1.669 1.033
O -1.596 3.966 -1.159
O 2.171 -2.189 -0.997
O 3.184 1.657 1.218
N 4.242 -1.646 -0.182
N 2.417 -0.239 0.220
N -1.919 -1.586 0.008
N -1.803 2.075 -0.056
C -3.959 0.264 -2.492
C 2.855 -1.408 -0.320
C 3.264 0.424 1.039
C 0.286 1.933 1.128
C -2.517 0.310 -4.779
C -3.448 2.696 -1.952
C -2.747 1.518 -4.109
C 3.477 -1.242 2.960
C -1.108 -2.439 0.894
C -1.559 3.376 1.966
C -2.552 2.822 -4.820
C -0.475 3.948 -0.227
C -0.075 -1.569 1.556
C -2.011 -3.086 1.932
C 4.255 -0.384 1.911
C 5.300 0.539 2.591
C -3.342 -0.921 -2.880
C 4.757 1.490 3.638
C -0.571 -3.425 -0.110
C -0.841 2.853 0.733
C -3.360 1.470 -2.849
C -2.308 2.852 -1.014
C -2.534 -2.194 -4.901
C 4.322 -1.930 4.020
C 4.985 -1.290 0.922
C -2.330 -2.320 -1.028
C -3.421 -2.169 -2.022
C -2.734 -0.919 -4.144
H 0.448 3.687 -0.768
H 6.102 -0.087 3.004
H -0.356 4.923 0.268
H -3.497 3.381 -4.916
H 0.640 1.356 0.269
H -4.364 2.637 -1.350
H -0.583 -0.872 2.255
H 0.622 -2.195 2.112
H -2.183 2.656 -5.842
H -1.817 -2.871 -4.421
H -2.393 4.027 1.680
H 5.751 1.141 1.797
H -2.493 -2.304 2.526
H -3.550 3.617 -2.549
H -3.451 -3.069 -2.653
H 2.717 -0.592 3.429
H 5.199 -2.412 3.566
H -1.382 -3.692 2.591
H 0.403 -3.090 -0.518
H 4.641 -1.223 4.797
H 3.721 -2.709 4.503
H 5.547 1.750 4.352
H -1.845 3.491 -4.316
H -1.980 2.555 2.554
H -3.474 -2.758 -5.010
H 2.900 -1.990 2.398
H -2.177 -1.991 -5.921
H -0.843 3.940 2.572
H 4.580 -2.422 -0.730
H 3.928 1.063 4.208
H -4.372 -2.154 -1.472
H -4.766 0.240 -1.805
H 0.476 -1.019 0.785
H -2.179 0.331 -5.835
H -0.085 1.214 1.888
H 4.428 2.422 3.166
H -2.772 -3.716 1.450
H 1.109 2.503 1.554
H -0.459 -4.436 0.306

---

103
Properties=species:S:1:pos:R:3 method="wB97M-V/def2-TZVPD" max_force_ev_per_a=2.49 total_charge=+1 e_tot_ha=-5865.9921 orbital_gap_ha=0.2623 lumo_energy_ev=-3.161 homo_energy_ev=-10.30 de_lowest_kcal_mol=30.3 multiplicity=1
Br -1.938 -1.708 2.007
Ti 0.256 0.059 -0.133
P 2.196 0.172 -2.171
O 1.316 -0.343 1.161
O -0.210 1.354 -1.190
N -0.858 1.170 1.421
C 0.391 3.856 -0.168
C -1.929 1.905 1.032
C 1.432 -0.642 2.536
C 0.260 -3.864 4.253
C -0.437 1.266 2.695
C 5.207 -1.159 2.478
C -1.723 -5.210 -1.029
C 0.746 -4.349 1.961
C 2.718 -1.464 -2.854
C 3.274 -0.378 4.299
C 0.727 5.099 0.354
C 4.531 0.929 -0.682
C 5.577 -0.835 3.774
C 1.052 -3.013 1.750
C -0.146 6.167 0.227
C -1.361 -3.917 -1.473
C 2.837 -2.548 -1.782
C -1.256 2.292 -1.320
C -1.136 -3.695 -2.854
C -1.040 2.153 3.581
C 2.904 -0.660 2.987
C -2.072 -4.364 1.177
C 0.959 -2.086 2.782
C -2.582 2.766 1.888
C -2.614 1.410 -3.281
C -1.686 4.752 -0.962
C -0.820 3.670 -0.823
C -2.384 1.790 -0.390
C 2.470 1.023 -4.893
C -1.276 -2.823 -0.562
C -0.687 -1.387 -2.394
C 0.346 -4.781 3.216
C 3.791 1.101 -2.000
C -1.688 2.323 -2.786
C -1.085 3.212 -3.672
C -2.336 2.289 -5.505
C -2.048 -5.439 0.275
C -1.707 -3.119 0.757
C 3.877 -1.082 2.096
C 0.643 0.415 3.331
C -2.120 2.910 3.184
C -2.937 1.395 -4.632
C -1.405 3.197 -5.020
C 4.602 -0.460 4.687
C 1.565 1.054 -3.663
C 0.571 -2.529 4.041
C -1.353 5.991 -0.439
C -0.874 -2.442 -3.310
C -0.807 -1.535 -1.019
H 1.675 5.232 0.859
H -2.034 6.824 -0.555
H 0.113 -5.822 3.391
H 4.888 -0.094 -0.570
H 1.958 -1.759 -3.582
H 3.536 2.154 -2.149
H -2.597 2.281 -6.555
H 1.352 1.116 3.772
H 3.485 -2.237 -0.960
H 3.436 1.490 -4.707
H -0.358 3.926 -3.307
H -2.602 3.589 3.873
H 0.511 -1.849 4.882
H -3.665 0.682 -4.997
H -0.455 -0.417 -2.809
H -3.431 3.330 1.530
H -2.589 0.741 -0.621
H 0.111 7.134 0.636
H -2.391 -4.518 2.199
H 4.874 -0.235 5.710
H 3.256 -3.462 -2.205
H -3.087 0.691 -2.625
H -1.762 -6.011 -1.756
H 3.660 -1.340 -3.390
H 0.816 -5.050 1.139
H 2.530 -0.108 5.039
H 5.956 -1.482 1.765
H 1.392 2.084 -3.344
H -2.622 4.626 -1.494
H -2.326 -6.428 0.613
H 0.146 -0.089 4.160
H 3.894 1.167 0.168
H -0.933 3.903 -5.690
H -3.285 2.379 -0.541
H 5.401 1.586 -0.645
H -0.043 -4.190 5.240
H 2.640 0.006 -5.247
H 6.614 -0.886 4.076
H 1.082 3.027 -0.074
H -0.770 -2.252 -4.371
H -0.660 2.225 4.591
H 0.583 0.656 -3.926
H 4.437 0.801 -2.827
H 1.377 -2.688 0.771
H -1.215 -4.531 -3.538
H 1.990 1.577 -5.701
H 3.573 -1.370 1.101
H 1.852 -2.789 -1.377

---

23
Properties=species:S:1:pos:R:3 method="wB97M-V/def2-TZVPD" max_force_ev_per_a=6.81 e_tot_ha=-764.7580 orbital_gap_ha=0.3245 lumo_energy_ev=0.491 homo_energy_ev=-8.34 smiles=CSCCCN.O.O de_lowest_kcal_mol=40.3 multiplicity=1
S -0.704 1.909 -0.638
O 0.189 0.466 2.687
O 2.718 -0.077 0.550
N 0.108 -2.432 -0.497
C -1.790 -0.725 -0.218
C 0.959 2.185 -1.242
C -0.615 -1.464 0.427
C -1.407 0.357 -1.220
H -0.781 -2.284 1.253
H -0.513 1.153 2.695
H -0.585 -3.170 -0.739
H 1.172 3.194 -0.967
H -2.386 -0.197 0.556
H 3.534 0.289 0.926
H 1.719 1.498 -1.088
H 0.395 0.411 3.530
H 2.012 0.324 1.112
H -2.366 0.669 -1.683
H -2.525 -1.351 -0.563
H 0.168 -0.793 0.866
H 0.479 -1.982 -1.335
H -0.775 -0.152 -2.041
H 0.994 2.172 -2.369

---

56
Properties=species:S:1:pos:R:3 method="wB97M-V/def2-TZVPD" max_force_ev_per_a=2.58 total_charge=+1 e_tot_ha=-1207.6773 orbital_gap_ha=0.2660 lumo_energy_ev=-4.173 homo_energy_ev=-11.41 de_lowest_kcal_mol=60.8 multiplicity=1
O 3.501 -0.311 4.287
O -3.528 -4.201 -1.260
N -0.605 1.735 -0.535
N 1.085 1.977 -2.940
N 0.786 0.632 -4.677
C -2.296 -2.365 -2.059
C 1.284 -1.560 1.611
C -1.517 3.502 0.851
C 0.339 1.733 -4.077
C -3.931 -5.095 -0.199
C 0.241 -0.200 -0.297
C 1.914 0.746 1.198
C -1.566 -1.683 0.551
C -2.551 -2.640 0.364
C -0.417 3.022 -1.243
C 2.682 0.755 2.338
C 2.758 -0.403 3.149
C -2.834 -3.073 -0.956
C 1.882 0.184 -3.967
C 3.658 -1.510 5.086
C 1.109 -0.362 0.862
C 2.068 -1.577 2.757
C -0.529 4.080 -0.157
C -1.324 -1.409 -1.854
C -0.861 -1.127 -0.540
C 0.892 3.095 -2.008
C 2.092 1.029 -2.887
C -1.542 1.983 0.592
H 0.884 4.042 -2.572
H -2.550 1.645 0.302
H -4.510 -5.862 -0.718
H -1.219 3.703 1.882
H 2.701 -1.815 5.533
H -3.024 -3.121 1.223
H -1.327 -1.363 1.568
H 0.809 -2.493 1.301
H 0.451 4.235 0.305
H -3.065 -5.551 0.300
H -2.522 3.914 0.703
H 1.733 3.097 -1.301
H 2.163 -2.479 3.367
H -1.263 3.139 -1.956
H 4.065 -2.338 4.489
H 0.794 0.110 -1.179
H -2.594 -2.668 -3.060
H -4.561 -4.582 0.539
H 4.365 -1.227 5.870
H -0.843 5.039 -0.578
H -0.899 -0.890 -2.715
H 2.473 -0.681 -4.233
H -1.091 1.137 -1.208
H 3.237 1.641 2.632
H -1.255 1.389 1.467
H 1.880 1.614 0.538
H -0.472 2.400 -4.372
H 2.848 1.010 -2.115

---

19
Properties=species:S:1:pos:R:3 method="wB97M-V/def2-TZVPD" max_force_ev_per_a=7.99 e_tot_ha=-556.4323 orbital_gap_ha=0.3545 lumo_energy_ev=0.395 homo_energy_ev=-9.25 smiles=Fc1ccc(-n2ccnc2)cc1 de_lowest_kcal_mol=21.6 multiplicity=1
F -4.270 -0.051 -0.019
N 3.278 -0.619 0.527
N 1.276 -0.040 -0.010
C -0.208 -0.051 0.039
C -2.294 -1.224 -0.300
C -0.837 1.171 0.329
C -2.241 1.144 0.379
C 3.323 0.401 -0.332
C 2.168 0.790 -0.744
C -2.896 -0.005 0.036
C 2.027 -0.855 0.666
C -0.816 -1.170 -0.369
H -0.292 -2.300 -0.570
H -2.831 1.938 0.707
H 1.812 1.529 -1.190
H -2.858 -2.055 -0.486
H 1.753 -1.802 1.333
H 4.359 0.972 -0.639
H -0.454 2.227 0.644

---

13
Properties=species:S:1:pos:R:3 method="wB97M-V/def2-TZVPD" max_force_ev_per_a=6.91 total_charge=+1 e_tot_ha=-286.5117 orbital_gap_ha=0.2643 lumo_energy_ev=-7.796 homo_energy_ev=-14.99 smiles="C=CC1=[N+]=CC=C1" de_lowest_kcal_mol=77.5 multiplicity=1
N 0.642 -0.977 1.123
C 0.099 -0.349 0.090
C 0.280 0.396 -2.190
C -0.703 0.721 1.773
C 0.852 -0.186 -1.037
C -0.761 0.900 0.381
C 0.094 -0.455 2.146
H -1.128 1.337 2.455
H 0.724 0.816 -3.077
H -0.775 0.181 -2.107
H 1.798 -0.764 -0.898
H -0.252 -0.676 3.101
H -1.595 1.288 -0.133

---

35
Properties=species:S:1:pos:R:3 method="wB97M-V/def2-TZVPD" max_force_ev_per_a=1.11 total_charge=-1 e_tot_ha=-2101.4769 orbital_gap_ha=0.3137 lumo_energy_ev=1.797 homo_energy_ev=-6.74 multiplicity=1
S -2.280 3.439 1.664
P -0.899 -4.071 -3.021
F -1.096 -2.645 -2.179
F 0.064 -3.919 -4.356
F -2.201 -4.596 -2.146
F -0.654 -5.696 -3.192
F -2.023 -3.443 -4.058
F 0.520 -4.081 -2.166
O -1.769 4.083 0.483
O -0.264 -1.185 2.313
O -1.482 -0.045 0.626
O -1.988 0.296 2.924
O -1.455 3.244 2.826
C 0.716 -1.157 -0.086
C 3.043 -0.161 0.150
C 1.698 -0.011 -0.199
C 3.502 2.149 -0.437
C 3.940 0.904 0.032
C -3.022 1.909 1.191
C 1.268 1.248 -0.668
C 2.160 2.314 -0.782
B -0.767 -0.285 3.219
B -2.116 0.666 1.604
B -0.361 -0.818 0.973
H 3.397 -1.124 0.509
H -0.131 0.062 4.162
H -4.007 1.819 1.654
H 1.249 -2.072 0.182
H -3.358 4.154 2.064
H 4.196 2.977 -0.538
H 0.223 -1.330 -1.049
H 4.984 0.757 0.295
H -3.118 1.964 0.104
H 1.804 3.269 -1.150
H 0.228 1.385 -0.946

---

18
Properties=species:S:1:pos:R:3 method="wB97M-V/def2-TZVPD" max_force_ev_per_a=2.71 e_tot_ha=-1030.9374 orbital_gap_ha=0.2952 lumo_energy_ev=-0.373 homo_energy_ev=-8.41 smiles="C/C=C/C(=S)SCC" de_lowest_kcal_mol=25.5 multiplicity=1
S 0.196 1.325 0.608
S -1.781 -0.538 -0.838
C -1.306 1.922 1.400
C -0.273 -0.010 -0.445
C -0.979 2.215 2.856
C 0.910 -0.728 -0.913
C 0.712 -1.785 -1.692
C 1.739 -2.550 -2.441
H 2.597 -2.637 -1.789
H 1.366 -3.578 -2.570
H -1.771 2.832 0.970
H -2.140 1.094 1.273
H 1.814 -2.205 -3.532
H -1.831 2.758 3.344
H -0.327 -2.084 -1.803
H -0.221 3.018 2.882
H 1.949 -0.338 -0.700
H -0.655 1.289 3.390

---

93
Properties=species:S:1:pos:R:3 method="wB97M-V/def2-TZVPD" max_force_ev_per_a=5.13 total_charge=+1 e_tot_ha=-4102.3820 orbital_gap_ha=0.2059 lumo_energy_ev=-4.259 homo_energy_ev=-9.86 multiplicity=1
Br 0.005 -2.919 0.328
O 5.477 -2.736 1.739
O -0.953 1.259 0.379
N 5.587 -1.670 -0.524
N 5.418 0.714 2.022
N 4.043 0.412 1.938
N -5.386 -0.408 1.354
N -1.886 1.770 -4.022
N 3.264 1.369 2.420
C 0.370 2.970 -3.927
C 0.915 2.126 2.797
C -5.225 0.444 0.181
C -0.999 2.684 -3.311
C -1.751 2.619 -6.433
C 6.751 -0.740 -0.572
C -0.910 -0.291 -3.007
C 5.934 0.413 3.408
C -5.815 -0.045 -1.142
C -4.844 -1.756 1.248
C -0.606 1.683 2.866
C -1.366 0.431 -4.269
C 4.618 -1.451 -1.630
C 2.320 -1.324 1.246
C -7.863 -1.045 1.251
C 3.746 -0.810 1.374
C -6.706 -0.364 1.981
C 1.934 0.981 2.289
C 1.327 -0.287 1.768
C 1.984 -2.741 0.644
C -2.576 2.343 -5.176
C -3.369 -1.794 0.873
C 2.111 -3.647 3.175
C 5.794 1.619 4.447
C 2.369 -3.969 1.632
C -1.393 2.052 1.509
B 4.958 -1.757 0.816
H -6.893 0.111 -1.183
H -1.120 3.499 -6.317
H -2.769 -1.200 1.569
H -3.003 -2.824 0.909
H 1.657 -4.574 3.675
H -5.608 -1.101 -1.329
H -0.628 -1.319 -3.249
H -5.407 -2.368 0.531
H 5.289 -0.453 3.804
H 1.374 -2.796 3.358
H 0.228 -0.537 1.723
H 6.396 0.320 -0.797
H -3.196 -1.423 -0.141
H -0.036 0.187 -2.555
H 4.957 -0.520 -2.215
H 5.505 1.740 1.896
H -8.201 -0.462 0.395
H 5.639 1.152 5.484
H -8.717 -1.141 1.928
H 0.301 3.685 -4.747
H -1.113 2.329 3.671
H -4.152 0.616 0.028
H -7.607 -2.052 0.913
H 6.999 0.009 3.314
H -1.652 1.287 -0.313
H 4.904 2.296 4.269
H -2.422 2.816 -7.275
H -1.124 1.770 -6.714
H -2.160 -0.177 -4.713
H 1.265 2.525 3.816
H 0.865 2.067 -4.291
H 4.606 -2.301 -2.406
H 3.540 -1.298 -1.311
H 1.026 3.417 -3.172
H -1.711 -0.329 -2.264
H -6.978 0.679 2.176
H -0.838 2.287 -2.301
H 1.013 2.991 2.062
H -1.261 3.153 1.218
H 7.408 -1.044 -1.465
H 3.075 -3.437 3.753
H -0.802 0.608 3.167
H -3.078 3.268 -4.875
H -6.619 -0.819 2.975
H -1.516 3.634 -3.143
H 3.467 -4.254 1.473
H -3.391 1.662 -5.450
H 1.747 -4.888 1.345
H -0.538 0.440 -4.989
H 5.806 -3.517 1.251
H -2.511 1.856 1.648
H 2.499 -2.879 -0.357
H 7.360 -0.726 0.384
H 6.790 2.181 4.516
H -4.939 -2.249 2.221
H -5.381 0.522 -1.970
H -5.624 1.440 0.398